Entry 1:
Density functional theory data (ωB97M-V/def2-TZVPD) for C10H15MnN4O7P2S as an isolated structure at a distorted geometry.

ORCA input file:
```
! wB97M-V def2-TZVPD RIJCOSX def2/J DEFGRID3
* xyz -1 6
Mn 1.59976 -0.12315 -0.08441
N 5.13853 0.55694 2.57041
C 3.97884 0.22426 1.89103
S 3.93148 0.64948 0.20240
N 3.07752 -0.36852 2.61657
N 1.95654 -0.79566 1.90474
C 0.99390 -1.15972 2.64329
C -0.27545 -1.73645 2.21135
C -1.16536 -2.10803 3.22564
C -2.39842 -2.66124 2.95738
C -2.76790 -2.84722 1.62152
C -1.91814 -2.49377 0.60095
C -0.65108 -1.93185 0.85806
O 0.14625 -1.62556 -0.13315
H 5.63750 1.32839 2.16058
H 5.02202 0.60377 3.57164
H 1.15148 -1.05289 3.71944
H -0.85629 -1.95152 4.25499
H -3.06784 -2.93867 3.76166
H -3.73874 -3.26776 1.38444
H -2.21208 -2.62420 -0.43404
N 0.21366 2.49602 -2.81375
C -0.75078 1.40002 -2.35074
C -2.06935 1.51667 -3.10475
P 0.22717 -0.09444 -2.92818
O -0.61385 -1.34258 -2.47041
O 0.27353 0.13714 -4.40084
O 1.52994 -0.01517 -2.15993
P -0.95971 1.70193 -0.54706
O -1.42647 3.28393 -0.68150
O -2.05308 0.91152 0.04638
O 0.44774 1.72330 0.00754
H 0.54960 2.21544 -3.74343
H 0.99927 2.50419 -2.15478
H -0.23441 3.40891 -2.81375
H -1.91847 1.34971 -4.17210
H -2.54102 2.48812 -2.93519
H -2.74137 0.74682 -2.72774
H -0.37990 -1.53948 -1.51160
H -2.13507 3.43132 -0.04265
*
```

Properties
Maximum force = 1.24 eV/Å
Gap between HOMO and LUMO (spin up / spin down) = 6.935 / 7.261 eV
M = 452.2 g mol⁻¹



Entry 2:
Density functional theory data (ωB97M-V/def2-TZVPD) for an isolated ion of composition C10H15N2O2S and charge +1.

ORCA input file:
```
! wB97M-V def2-TZVPD RIJCOSX def2/J DEFGRID3
* xyz 1 1
C 4.11778 0.24748 -0.48961
C 4.13816 1.55458 -0.10959
C 1.98744 0.48224 -0.07655
C 0.93631 -2.26331 0.17819
C -2.56389 1.27630 0.79166
C -2.93023 1.69255 -0.60213
C -1.85900 0.66847 -0.39505
C 1.04967 -3.46201 -0.68206
C -0.41678 1.02577 -0.68534
C 0.54447 0.08962 0.05838
N 2.90372 -0.33659 -0.45880
N 0.19281 0.08126 1.53523
O 1.22684 -2.21167 1.35740
O 0.37918 -1.21111 -0.45981
S 2.56413 2.09235 0.29573
H 4.96736 -0.33083 -0.79878
H 4.97208 2.22367 -0.04785
H -2.04760 2.01055 1.39480
H -3.27302 0.67643 1.34242
H -3.87482 1.36787 -1.00577
H -2.63515 2.67696 -0.92814
H -2.10548 -0.35424 -0.65284
H 0.14021 -4.05644 -0.58727
H 1.16989 -3.17623 -1.72216
H 1.88151 -4.07404 -0.34322
H -0.20875 2.05708 -0.39638
H -0.21718 0.92212 -1.75329
H -0.83497 0.09619 1.63940
H 0.60377 0.88093 2.02472
H 0.63760 -0.86186 1.85992
*
```

Properties
Maximum force = 1.00 eV/Å
Gap between HOMO and LUMO = 10.183 eV
SMILES = CC(=O)O[C@]([NH3+])(CC1CC1)c1nccs1
M = 227.3 g mol⁻¹



Entry 3:
Density functional theory data (ωB97M-V/def2-TZVPD) for an isolated ion of composition C10H15N2O3 and charge +1 at a distorted geometry.

ORCA input file:
```
! wB97M-V def2-TZVPD RIJCOSX def2/J DEFGRID3
* xyz 1 1
C -1.52873 1.07129 0.24301
C -2.82093 1.34164 0.35668
C -2.52244 -0.94711 -0.07968
C -1.29888 -0.34596 0.07906
C -0.03374 -0.98573 -0.26934
C 2.77565 -1.57200 -0.74775
C 3.09590 0.86328 -0.58895
C 2.48152 -0.33665 1.53800
C -5.87585 0.45581 0.34985
C 2.36048 -0.35617 0.00964
N -3.50160 0.03171 0.17269
N -4.74309 -0.35270 0.09223
O 0.08681 -2.19809 -0.57915
O -4.96671 -1.59398 -0.24127
O 0.95887 -0.02967 -0.23282
H -0.73441 1.93856 0.26931
H -3.38469 2.20050 0.54826
H -2.63807 -2.05454 -0.19712
H 2.85335 -1.63334 -1.82772
H 3.84332 -1.99430 -0.43163
H 1.97557 -2.30280 -0.53922
H 2.88176 1.10895 -1.68187
H 4.17830 0.71179 -0.47902
H 2.83349 1.65055 0.23834
H 2.86511 -1.30727 1.93875
H 3.16617 0.42306 1.86593
H 1.51007 -0.10782 1.91070
H -5.86008 1.43190 -0.24262
H -5.96639 0.63103 1.47703
H -6.79189 -0.09799 0.13917
*
```

Properties
Maximum force = 5.91 eV/Å
Gap between HOMO and LUMO (spin up / spin down) = 5.909 / 5.911 eV
SMILES = C[N+](=O)n1ccc(C(=O)OC(C)(C)C)c1
M = 211.2 g mol⁻¹



Entry 4:
Density functional theory data (ωB97M-V/def2-TZVPD) for C10H15N3O3S2 as an isolated structure at a distorted geometry.

ORCA input file:
```
! wB97M-V def2-TZVPD RIJCOSX def2/J DEFGRID3
* xyz 0 1
C 2.87495 3.30177 -0.31902
C 2.56859 1.97436 0.21368
O 1.42353 1.76607 0.41149
N 3.52101 1.14759 0.49945
H 4.40965 1.25686 0.04758
C 3.21983 -0.25158 1.06901
H 2.28169 -0.28929 1.79936
C 3.05534 -1.14577 -0.25179
H 3.88984 -1.16720 -0.88864
H 2.92205 -2.20795 0.27399
O 1.93233 -0.56276 -0.93394
C 0.65930 -0.80790 -0.49720
O 0.55627 -1.71809 0.48605
N -0.14572 -0.21092 -1.15836
C -1.47209 -0.06244 -0.88356
C -2.44275 -0.96066 -0.16307
N -3.50815 -0.48510 0.17195
C -3.63634 0.96891 0.03957
S -4.78129 2.08538 0.24347
S -2.10392 1.64603 -0.57778
C -4.69540 -1.06543 0.58311
H -5.24685 -1.57811 0.06352
H -4.30844 -1.58376 1.54287
H -5.43688 -0.29123 1.22769
C -2.22215 -2.23643 -0.46265
H -3.03542 -2.88131 -0.58949
H -2.01285 -2.90684 0.80123
H -1.33724 -2.54847 -0.86157
H 0.12949 0.32165 -1.75429
H 4.16611 -0.49920 1.69554
H 3.55746 3.92038 0.18035
H 1.91343 3.90280 -0.64932
H 3.30462 3.16866 -1.35922
*
```

Properties
Maximum force = 16.18 eV/Å
Gap between HOMO and LUMO = 7.308 eV
M = 289.4 g mol⁻¹



Entry 5:
Density functional theory data (ωB97M-V/def2-TZVPD) for a 5-piece molecular cluster, C10H15N5 overall at a distorted geometry.

ORCA input file:
```
! wB97M-V def2-TZVPD RIJCOSX def2/J DEFGRID3
* xyz 0 1
C -3.70787 0.05839 -2.42434
C -3.49887 -0.84839 -1.29656
N -3.28838 -1.57856 -0.43453
H -2.96614 0.85921 -2.40453
H -4.67288 0.55904 -2.38531
H -3.60463 -0.45049 -3.37898
C -0.02811 0.32418 -0.26565
C 1.16908 0.66183 -1.03348
N 2.11891 0.89717 -1.63189
H 0.14444 0.32516 0.80692
H -0.27394 -0.71299 -0.50101
H -0.84151 0.98008 -0.56336
C -0.09791 -3.41741 0.48796
C 0.26603 -4.74021 0.98151
N 0.57895 -5.74843 1.42255
H -1.10392 -3.20142 0.85756
H -0.11145 -3.34533 -0.59548
H 0.55178 -2.67100 0.94342
C -2.06158 0.95299 2.73084
C -2.71208 2.03118 3.43436
N -3.19651 2.90299 3.99725
H -2.84818 0.19395 2.60506
H -1.29413 0.46697 3.33107
H -1.73311 1.12481 1.71406
C 5.19198 2.03129 -1.14494
C 6.14880 3.12082 -0.93375
N 6.90847 3.96158 -0.76420
H 5.43312 1.26943 -0.40305
H 5.35352 1.60690 -2.13267
H 4.17617 2.38629 -1.01886
*
```

Properties
Maximum force = 1.90 eV/Å
Gap between HOMO and LUMO = 11.322 eV
SMILES = CC#N.CC#N.CC#N.CC#N.CC#N
M = 205.3 g mol⁻¹



Entry 6:
Density functional theory data (ωB97M-V/def2-TZVPD) for C10H15N8O2PdS as an isolated structure at a distorted geometry.

ORCA input file:
```
! wB97M-V def2-TZVPD RIJCOSX def2/J DEFGRID3
* xyz 1 1
Pd 0.39469 -0.11531 -0.08718
N 2.07457 -1.15082 -0.87214
C 2.53777 -2.40477 -0.19116
C 2.74197 -2.14276 1.30431
C 1.48248 -1.39409 1.67531
O 0.41291 -2.01298 1.52157
O 1.54779 -0.13117 1.83865
H 1.83766 -1.35704 -1.84146
H 2.83584 -0.47136 -0.87703
H 3.45486 -2.77270 -0.66057
H 1.75114 -3.14645 -0.33390
H 3.61990 -1.52128 1.48049
H 2.85050 -3.07562 1.85376
N 1.77984 4.26795 0.05405
C 2.17020 3.07826 -0.42399
N 1.14681 2.24762 -0.43245
C 0.15035 2.99385 0.08201
N 0.48635 4.22838 0.39425
C -1.16909 2.41552 0.35660
C -2.32033 3.20510 0.38624
N -3.51169 2.70040 0.64761
C -3.56683 1.40217 0.89739
C -2.44310 0.59075 0.86600
N -1.23892 1.09096 0.59442
H 2.32026 5.10802 0.19492
H 3.17382 2.87234 -0.74808
H -2.24698 4.26489 0.18706
H -4.53475 0.97762 1.12582
H -2.49988 -0.46657 1.08088
N -2.59425 -2.58555 -2.18437
C -1.68922 -2.07426 -1.34761
N -1.51945 -2.60080 -0.15171
S -0.79480 -0.72041 -1.91387
H -3.14900 -3.39068 -1.94691
H -2.75235 -2.14570 -3.07510
H -2.02900 -3.43288 0.10689
H -0.71006 -2.33064 0.43928
*
```

Properties
Maximum force = 1.43 eV/Å
Gap between HOMO and LUMO = 7.727 eV
M = 417.8 g mol⁻¹